{
  "formula": "C5H10N",
  "method": "ωB97M-V/def2-TZVPD",
  "species": ["C", "N", "C", "C", "C", "C", "H", "H", "H", "H", "H", "H", "H", "H", "H", "H"],
  "positions_angstrom": [[-2.67959, 0.16269, 1.24330], [-2.35630, -0.63445, 0.30123], [-1.00982, -0.75522, -0.48070], [0.27341, 0.00391, -0.08294], [1.43857, 0.07131, -0.76548], [2.68733, 0.64037, -0.27809], [-1.86961, 0.79449, 1.73239], [-3.61052, 0.19385, 1.63806], [-2.98779, -1.38664, 0.02299], [-1.07190, -0.26589, -1.57732], [-0.97277, -1.92434, -0.55440], [0.26203, 0.16320, 1.08500], [1.45823, -0.33781, -1.77182], [2.72459, 1.08086, 0.73365], [2.99653, 1.31005, -0.96848], [3.47911, -0.03911, -0.20805]],
  "lowdin_charge": [0.185, 0.057, -0.118, -0.131, -0.142, -0.079, 0.148, 0.084, 0.171, 0.177, 0.158, 0.134, 0.123, 0.107, 0.052, 0.076],
  "orbital_gap_ev": 8.32,
  "total_charge": 1,
  "relative_energy_kcal_mol": 58.31,
  "smiles": "C=[NH+]C/C=C/C",
  "molar_mass_g_mol": 84.1,
  "homo_energy_ev": -13.459
}

---

{
  "formula": "C5H10N",
  "method": "ωB97M-V/def2-TZVPD",
  "species": ["C", "C", "C", "C", "C", "N", "H", "H", "H", "H", "H", "H", "H", "H", "H", "H"],
  "positions_angstrom": [[-3.02426, 0.51981, 0.38129], [-3.59798, -0.21599, -0.47782], [-0.58520, -0.00395, 0.44263], [0.48852, -0.64272, 0.08310], [2.78163, 0.17472, -0.58882], [1.73521, -0.01141, 0.53704], [-2.87788, -1.01728, -0.84758], [-4.53149, -0.17583, -1.01468], [-0.41982, 0.91017, 0.99452], [-3.04239, 1.16705, 1.27012], [0.47594, -1.45686, -0.68206], [3.01963, -0.78616, -0.96022], [2.23409, 0.77694, -1.30935], [3.72315, 0.62501, -0.09079], [1.41414, 0.81708, 1.11254], [2.20671, -0.68059, 1.15007]],
  "lowdin_charge": [0.122, -0.031, 0.043, -0.223, 0.032, -0.031, 0.105, 0.085, 0.018, 0.084, 0.133, 0.079, 0.101, 0.137, 0.182, 0.165],
  "orbital_gap_ev": [8.54, 8.55],
  "total_charge": 1,
  "relative_energy_kcal_mol": 141.29,
  "molar_mass_g_mol": 84.1,
  "homo_energy_ev": [-12.838, -12.841]
}

---

{
  "formula": "C5H10N",
  "method": "ωB97M-V/def2-TZVPD",
  "species": ["C", "N", "C", "C", "C", "C", "H", "H", "H", "H", "H", "H", "H", "H", "H", "H"],
  "positions_angstrom": [[-0.91632, 1.21466, -1.23961], [0.10813, 0.47000, -1.21626], [0.66499, -0.20856, -0.08902], [1.77000, -0.89386, -0.35292], [0.04110, -0.05546, 1.25752], [-1.40455, -0.51237, 1.43684], [-1.26763, 1.63653, -2.17958], [-1.41595, 1.41040, -0.30464], [0.61300, 0.34717, -2.08900], [2.31644, -1.43432, 0.40888], [2.17854, -0.98354, -1.35200], [0.17519, 0.97435, 1.60172], [0.63013, -0.63097, 1.96752], [-1.60319, -1.48554, 0.97780], [-1.63750, -0.62426, 2.48478], [-2.19459, 0.11100, 1.00937]],
  "lowdin_charge": [0.202, 0.092, -0.287, 0.158, -0.188, -0.084, 0.137, 0.106, 0.179, 0.099, 0.089, 0.132, 0.125, 0.093, 0.084, 0.063],
  "orbital_gap_ev": 9.48,
  "total_charge": 1,
  "relative_energy_kcal_mol": 19.43,
  "smiles": "C=[NH+]C(=C)CC",
  "molar_mass_g_mol": 84.1,
  "homo_energy_ev": -14.785
}

---

{
  "formula": "C5H10N2",
  "method": "ωB97M-V/def2-TZVPD",
  "species": ["N", "N", "C", "C", "C", "C", "C", "H", "H", "H", "H", "H", "H", "H", "H", "H", "H"],
  "positions_angstrom": [[2.50823, -0.16247, -0.92144], [1.97562, -0.70498, 0.30110], [1.02026, 0.08668, 1.02920], [-0.32544, 0.02743, 0.42659], [-0.75874, 0.08889, -0.84209], [-2.26913, -0.11015, -0.44734], [-1.74567, -0.17180, 1.02578], [2.07232, -0.59902, -1.74787], [3.47038, -0.24148, -1.11269], [1.46048, -1.51242, 0.00643], [1.14564, 1.11117, 0.87881], [1.22160, 0.00430, 2.04341], [-0.26683, 0.01866, -1.77376], [-2.62073, -1.16307, -0.81134], [-2.93294, 0.74342, -0.57475], [-2.06309, 0.62677, 1.60327], [-1.99186, -1.09545, 1.50507]],
  "lowdin_charge": [-0.011, -0.121, -0.197, -0.219, -0.032, -0.146, -0.128, 0.070, 0.040, 0.091, 0.104, 0.095, 0.071, 0.128, 0.088, 0.073, 0.095],
  "orbital_gap_ev": 9.65,
  "relative_energy_kcal_mol": 85.29,
  "smiles": "NNCC1=CCC1",
  "molar_mass_g_mol": 98.1,
  "homo_energy_ev": -8.489
}

---

{
  "formula": "C5H10N2",
  "method": "ωB97M-V/def2-TZVPD",
  "species": ["C", "C", "C", "C", "C", "N", "N", "H", "H", "H", "H", "H", "H", "H", "H", "H", "H"],
  "positions_angstrom": [[1.06557, -0.52069, 0.32255], [0.58750, 0.81549, 0.62721], [-0.80263, 0.90266, 0.18367], [2.50486, -0.50210, -0.21344], [-2.44787, -0.90941, -0.23728], [0.33213, -1.53121, 0.31539], [-1.42624, -0.33875, 0.53558], [0.73159, 0.98032, 1.67710], [1.21831, 1.48519, 0.24452], [-1.31049, 1.63539, 0.87176], [-0.89984, 1.33155, -0.81248], [3.19648, 0.19652, 0.29544], [2.50044, -0.16205, -1.28364], [2.77163, -1.65576, -0.13413], [-2.52879, -0.79609, -1.36710], [-2.43851, -2.02379, 0.01875], [-3.42889, -0.64222, 0.06386]],
  "lowdin_charge": [-0.486, -0.190, -0.259, -0.048, -0.190, 0.243, -0.059, 0.134, 0.070, 0.142, 0.119, 0.075, 0.091, 0.113, 0.091, 0.100, 0.053],
  "orbital_gap_ev": [8.76, 9.02],
  "relative_energy_kcal_mol": 98.12,
  "molar_mass_g_mol": 98.1,
  "homo_energy_ev": [-8.387, -8.608]
}

---

{
  "formula": "C5H10N2",
  "method": "ωB97M-V/def2-TZVPD",
  "species": ["C", "N", "C", "C", "C", "C", "N", "H", "H", "H", "H", "H", "H", "H", "H", "H", "H"],
  "positions_angstrom": [[-1.85773, -2.19511, -1.47572], [-2.45150, -1.27038, -0.80765], [-1.52101, -0.72898, 0.18824], [-0.31200, -0.17660, -0.04985], [0.38053, 0.42173, 1.09465], [1.26913, 1.61782, 0.81530], [2.29644, 1.37985, -0.20660], [-0.82654, -2.14369, -1.84540], [-2.46137, -2.73608, -2.22316], [-2.08261, -0.61665, 1.11689], [-0.03779, -0.18900, -1.10720], [1.07781, -0.31407, 1.58075], [-0.32971, 0.79394, 1.83215], [1.85170, 1.86601, 1.72585], [0.68005, 2.54237, 0.62486], [2.45779, 0.37470, -0.12356], [1.86680, 1.37413, -1.13956]],
  "lowdin_charge": [-0.075, 0.000, -0.164, -0.120, -0.245, -0.313, -0.019, 0.074, 0.064, 0.108, 0.105, 0.130, 0.112, 0.107, 0.118, 0.059, 0.060],
  "orbital_gap_ev": 9.82,
  "relative_energy_kcal_mol": 58.90,
  "smiles": "C=N/C=C/CCN",
  "molar_mass_g_mol": 98.1,
  "homo_energy_ev": -9.228
}